Entry 1:
ORCA calculation (ωB97M-V with the def2-TZVPD basis set) on a molecular structure, C51H56Ge2NO3PdS4.

Geometry as XYZ:
```
118
Properties=species:S:1:pos:R:3:forces:R:3:mulliken_charge:R:1
Pd 0.1666 -1.2837 0.2007 0.006 0.079 -1.030 -0.374
C 0.9895 -8.0413 -3.5213 -0.088 -0.010 0.035 -1.529
C -0.1499 -7.4381 -2.7523 0.012 -0.005 0.005 0.655
C -0.8394 -6.3389 -3.2359 0.066 -0.026 0.041 -1.157
C -1.9107 -5.7922 -2.5429 -0.024 0.029 -0.020 1.043
C -2.6610 -4.6335 -3.1257 0.002 0.029 -0.006 -1.560
C -2.2845 -6.3474 -1.3166 0.157 -0.152 -0.230 0.809
C -1.6071 -7.4616 -0.8215 -0.028 -0.036 -0.153 0.888
C -2.0016 -8.0956 0.4777 0.013 0.010 0.013 -1.649
C -0.5502 -7.9900 -1.5457 -0.067 0.071 -0.033 -0.503
C -3.5139 -5.8640 -0.6391 -0.340 -0.167 -0.064 -1.076
C -4.6692 -6.5708 -0.9668 -0.058 -0.049 -0.017 0.256
C -5.8931 -6.2238 -0.4330 -0.086 -0.048 -0.037 -1.061
C -5.9658 -5.1258 0.4015 -0.003 0.020 0.029 0.196
C -4.8248 -4.4000 0.7326 -0.206 0.011 0.024 -0.648
C -3.5738 -4.7864 0.2442 1.101 0.252 0.185 -0.516
Ge -1.8086 -3.7849 0.6783 -1.229 1.685 1.503 2.068
S -1.8637 -2.1133 -0.7652 0.533 -0.327 0.584 -0.692
S -0.2260 -5.2714 0.9816 1.671 1.149 -0.339 -0.158
Ge 1.5349 -3.4576 1.3946 -2.237 1.645 2.700 1.292
S 2.4062 -1.2439 0.9784 -0.202 -2.103 -0.375 -0.603
S -2.2266 -1.8140 3.1699 -0.341 2.571 -0.497 0.122
C 2.1648 -4.2893 3.2171 0.267 -0.137 -1.253 1.227
C 1.7574 -4.0390 4.5257 -0.239 0.320 0.091 -1.067
C 2.2514 -4.8233 5.5732 0.128 -0.041 -0.140 -0.224
C 3.1193 -5.8688 5.3338 0.015 -0.063 0.049 -1.292
C 3.5136 -6.1343 4.0367 0.128 -0.086 0.024 0.113
C 3.0487 -5.3489 2.9910 0.148 -0.043 0.207 0.111
C 3.4710 -5.6997 1.6163 0.123 -0.200 -0.172 -0.811
C 2.8862 -6.7978 0.9829 -0.043 -0.020 -0.177 0.752
C 1.8434 -7.6300 1.6590 -0.007 -0.015 0.041 -1.316
C 3.2669 -7.1184 -0.3101 0.051 0.038 -0.023 -0.478
C 4.2441 -6.3982 -0.9789 0.062 0.014 -0.018 0.626
C 4.5936 -6.7298 -2.4023 -0.034 0.033 0.075 -1.662
C 4.8629 -5.3486 -0.3128 -0.102 -0.076 -0.158 -0.822
C 4.4899 -4.9908 0.9736 0.039 0.158 0.025 1.184
C 5.1646 -3.8432 1.6612 -0.026 0.046 -0.005 -1.509
C 0.7770 -3.0008 4.9360 -0.185 0.526 0.132 1.133
C 1.1214 -1.6501 5.0077 0.072 -0.247 0.052 0.943
C 2.4279 -1.1532 4.4772 -0.067 0.094 -0.092 -1.508
C 0.2162 -0.7423 5.5506 -0.134 -0.109 0.132 -1.188
C -1.0089 -1.1480 6.0467 0.107 -0.080 0.210 0.844
C -1.9830 -0.1705 6.6391 0.095 -0.087 -0.074 -1.527
C -1.3505 -2.4926 5.9473 0.480 -0.030 0.293 -0.528
C -0.4821 -3.4170 5.3894 -0.155 0.101 0.194 0.855
C -0.9222 -4.8379 5.2165 -0.005 -0.106 -0.014 -1.814
C -5.0227 -3.1970 1.5791 -0.241 0.238 0.333 0.958
C -5.0575 -3.2961 2.9676 -0.191 0.086 -0.135 1.069
C -4.9745 -4.6261 3.6491 0.065 0.025 -0.004 -1.957
C -5.1686 -2.1399 3.7285 -0.300 0.064 -0.093 -0.591
C -5.2956 -0.8927 3.1378 -0.215 -0.022 0.006 1.177
C -5.3717 0.3565 3.9679 0.062 -0.083 -0.073 -1.833
C -5.3640 -0.8245 1.7533 -0.066 -0.040 0.099 -0.677
C -5.2436 -1.9595 0.9688 -0.001 -0.031 0.038 0.994
C -5.4074 -1.8783 -0.5168 0.032 0.005 -0.049 -1.575
H 1.2100 -7.4576 -4.4119 0.074 0.028 -0.066 0.341
H 0.7481 -9.0590 -3.8301 0.040 -0.066 -0.037 0.353
H 1.8815 -8.0828 -2.8997 0.144 -0.024 -0.033 0.124
H -0.5464 -5.9025 -4.1832 0.007 0.036 -0.062 0.297
H -2.4102 -4.5016 -4.1770 -0.014 -0.011 -0.073 0.484
H -2.3982 -3.7179 -2.5947 -0.060 0.042 -0.044 0.065
H -3.7362 -4.7758 -3.0263 -0.082 0.028 -0.048 0.277
H -2.8211 -7.5554 0.9407 -0.077 -0.076 0.109 0.134
H -1.1595 -8.0705 1.1634 0.103 -0.081 0.170 0.238
H -2.2943 -9.1349 0.3263 -0.050 -0.067 0.052 0.494
H -0.0331 -8.8583 -1.1610 0.112 -0.161 0.081 0.365
H -4.5861 -7.4064 -1.6474 0.000 -0.103 -0.077 0.492
H -6.7820 -6.7949 -0.6736 -0.003 0.013 -0.019 0.378
H -6.9167 -4.8113 0.8126 -0.055 0.031 0.028 0.464
H 1.9353 -4.6117 6.5890 -0.078 0.078 -0.084 0.537
H 3.4688 -6.4885 6.1482 0.061 -0.002 0.070 0.377
H 4.1807 -6.9622 3.8270 0.020 -0.010 -0.037 0.500
H 1.3672 -7.0702 2.4552 -0.133 -0.089 0.154 0.219
H 2.2798 -8.5381 2.0772 0.025 -0.066 0.062 0.576
H 1.0842 -7.9054 0.9346 -0.127 -0.145 -0.074 -0.238
H 2.7712 -7.9441 -0.8054 -0.014 -0.078 -0.050 0.326
H 4.5278 -7.8034 -2.5783 0.010 -0.016 -0.056 0.402
H 5.6002 -6.3950 -2.6481 0.030 0.007 -0.046 0.442
H 3.8938 -6.2336 -3.0773 0.023 -0.016 -0.082 0.245
H 5.6376 -4.7806 -0.8136 0.064 0.019 -0.018 0.414
H 6.1125 -3.6081 1.1802 0.028 0.037 -0.012 0.525
H 5.3382 -4.0659 2.7124 0.045 0.035 0.066 0.247
H 4.5241 -2.9612 1.6072 0.068 0.156 0.070 0.095
H 3.1907 -1.9280 4.5026 0.137 0.008 0.007 0.295
H 2.7739 -0.2816 5.0301 0.054 0.044 0.100 0.564
H 2.2948 -0.8627 3.4318 0.098 -0.012 0.114 -0.129
H 0.4884 0.3062 5.5903 0.026 0.064 0.015 0.303
H -1.5451 0.8236 6.7020 -0.018 0.088 0.036 0.382
H -2.2824 -0.4864 7.6388 -0.062 0.045 0.056 0.361
H -2.8807 -0.1136 6.0221 -0.102 0.027 -0.047 0.125
H -2.3189 -2.8233 6.3043 -0.083 -0.024 -0.065 0.187
H -1.9209 -4.9808 5.6232 -0.080 -0.033 0.009 0.441
H -0.2399 -5.5321 5.7022 -0.008 -0.136 0.062 0.456
H -0.9436 -5.0850 4.1553 -0.043 -0.067 -0.107 0.135
H -4.6710 -5.3977 2.9490 0.054 -0.143 0.062 0.224
H -5.9497 -4.8918 4.0596 -0.064 -0.099 0.049 0.447
H -4.2572 -4.5946 4.4642 0.123 -0.010 0.114 0.133
H -5.1509 -2.2197 4.8060 0.005 -0.007 0.209 0.134
H -5.6089 0.1228 5.0032 -0.035 0.016 0.107 0.385
H -6.1304 1.0346 3.5786 -0.035 0.072 0.017 0.468
H -4.4153 0.8810 3.9522 0.095 0.047 0.001 0.236
H -5.5123 0.1336 1.2717 -0.018 0.110 -0.049 0.397
H -5.7638 -0.8926 -0.8067 -0.020 0.098 -0.073 0.497
H -6.1235 -2.6277 -0.8499 -0.086 -0.009 -0.134 0.323
H -4.4614 -2.0731 -1.0181 0.040 -0.005 -0.090 0.120
O -2.4490 -3.2139 2.6400 0.355 -3.248 -1.922 -1.542
N -0.2076 -2.4182 1.6893 -0.220 -1.823 -0.767 -0.769
O -0.6200 -1.4870 2.5968 1.237 -0.024 0.846 0.071
C -1.7467 1.1409 -0.6732 0.170 -0.301 0.534 -0.995
C -0.3275 1.3090 -1.1422 -0.459 0.139 -0.041 1.245
C 0.0088 2.6740 -1.6866 0.386 -0.311 -0.077 -1.429
O 0.4896 0.4042 -1.1019 0.065 0.681 -0.398 -0.514
H -2.2297 2.0919 -0.4760 -0.009 0.184 -0.032 0.424
H -1.7690 0.5028 0.2268 -0.119 0.255 -0.346 0.145
H -2.3077 0.6068 -1.4429 0.017 -0.032 0.008 0.244
H -0.6475 2.9010 -2.5267 -0.100 0.034 0.013 0.366
H 1.0438 2.7265 -2.0088 0.090 -0.045 -0.028 0.326
H -0.1675 3.4146 -0.9082 -0.072 0.058 0.036 0.365
```
Forces are in eV/Å.

Calculated values
* 2S+1: 1
* lowest unoccupied orbital energy: 1.21 eV
* gap between HOMO and LUMO: 4.387 eV
* charge: -1

***

Entry 2:
ORCA calculation (ωB97M-V with the def2-TZVPD basis set) on a molecular structure, C37H23AsF5HgNS2.

Geometry as XYZ:
```
70
Properties=species:S:1:pos:R:3:forces:R:3:mulliken_charge:R:1
Hg 1.3518 -1.5683 -0.3216 -0.008 -0.764 -0.118 1.009
S 2.9111 -1.0379 4.2025 -0.065 0.000 -0.141 -0.558
C 1.1828 -1.1065 4.4620 0.013 0.019 -0.007 0.909
C 0.4965 -1.1023 5.6605 -0.012 0.012 -0.163 -0.547
C -0.8945 -1.1672 5.6304 0.000 0.026 0.180 -0.554
C -1.5669 -1.2456 4.4133 -0.072 -0.017 0.003 -0.588
C -0.8837 -1.2552 3.2099 0.171 -0.064 -0.046 -0.237
C 0.5162 -1.1805 3.2150 0.020 0.008 0.221 -1.083
N 1.3258 -1.1780 2.1269 -0.348 -0.111 -0.376 -0.052
C 2.6318 -1.1317 2.4451 0.356 0.071 0.262 1.036
C 3.6945 -1.1778 1.5153 -0.008 0.024 -0.037 0.800
C 5.0501 -1.0861 1.9320 -0.062 -0.009 0.102 -1.235
C 6.0796 -1.1066 1.0197 -0.047 0.007 -0.043 -0.501
C 5.8140 -1.2182 -0.3462 0.126 -0.019 -0.073 -0.671
C 4.4899 -1.3386 -0.7777 -0.002 0.040 -0.030 -0.433
C 3.4410 -1.3262 0.1172 -0.733 0.176 -0.058 -0.502
H 1.0365 -1.0560 6.5981 -0.042 0.018 0.035 0.379
H -1.4478 -1.1591 6.5613 -0.031 -0.020 -0.021 0.358
H -2.6489 -1.3068 4.4080 0.001 0.012 -0.019 0.400
H -1.4010 -1.3344 2.2613 -0.050 -0.010 0.049 0.461
H 5.2595 -0.9987 2.9922 0.102 0.012 -0.004 0.324
H 7.1044 -1.0374 1.3662 0.003 0.024 0.014 0.368
H 6.6224 -1.2158 -1.0669 0.008 -0.031 0.005 0.361
H 4.2984 -1.4424 -1.8397 -0.042 -0.003 0.006 0.369
F -0.7431 -3.9685 -6.9246 -0.024 -0.032 -0.061 -0.317
C -0.6913 -3.7962 -5.5983 -0.001 0.042 0.125 0.661
C 0.1242 -2.8273 -5.0475 -0.011 0.008 0.029 -0.224
F 0.8607 -2.0437 -5.8452 0.044 0.009 -0.072 -0.351
C 0.1750 -2.6553 -3.6777 -0.200 -0.217 0.126 0.046
F 0.9974 -1.6995 -3.2207 0.095 0.077 -0.066 -0.357
C -0.5850 -3.4160 -2.7825 0.077 0.069 -0.547 0.527
S -0.6019 -3.2271 -1.0664 0.450 0.687 0.783 -0.478
C -1.4052 -4.3821 -3.3834 0.197 0.218 -0.002 0.188
F -2.1840 -5.1557 -2.6226 -0.058 -0.079 0.054 -0.332
C -1.4585 -4.5747 -4.7496 0.020 0.035 -0.039 0.200
F -2.2629 -5.5124 -5.2644 -0.047 -0.065 -0.044 -0.306
C -4.3611 0.8174 2.5088 -0.011 0.050 -0.004 -0.438
C -3.3075 1.6603 2.8265 -0.053 -0.003 0.040 -0.703
C -2.1937 1.7284 2.0015 0.148 0.057 -0.088 -0.262
C -2.1347 0.9669 0.8414 -0.067 -0.082 0.065 0.066
C -3.1973 0.1191 0.5287 0.127 -0.021 -0.097 -0.475
C -4.3062 0.0467 1.3543 -0.026 -0.015 0.031 -0.614
As -0.5722 0.8762 -0.3131 0.080 0.045 -0.154 0.975
C -1.4151 1.4852 -1.9748 0.035 -0.011 -0.012 0.167
C -2.5504 2.2892 -2.0186 0.003 -0.007 0.110 -0.233
C -3.1145 2.6424 -3.2352 -0.045 0.028 -0.046 -0.790
C -2.5664 2.1742 -4.4210 0.059 -0.016 -0.014 -0.415
C -1.4378 1.3674 -4.3877 -0.021 0.048 -0.062 -0.594
C -0.8603 1.0365 -3.1713 0.086 -0.049 0.165 -0.439
C 0.4166 2.4615 0.2371 0.102 0.039 0.062 -0.229
C 1.7124 2.2547 0.7059 -0.127 -0.219 -0.045 -0.082
C 2.4843 3.3226 1.1396 0.046 0.085 0.014 -0.617
C 1.9674 4.6089 1.1039 0.028 -0.086 0.008 -0.408
C 0.6788 4.8233 0.6316 -0.022 0.095 -0.002 -0.714
C -0.0928 3.7569 0.1984 -0.067 -0.063 -0.048 0.228
H -5.2214 0.7536 3.1634 -0.007 0.009 -0.005 0.368
H -3.3462 2.2591 3.7277 0.031 -0.023 0.018 0.366
H -1.3580 2.3631 2.2709 -0.034 0.015 0.019 0.408
H -3.1362 -0.5004 -0.3607 -0.068 -0.016 0.019 0.444
H -5.1236 -0.6182 1.1057 0.010 -0.018 -0.010 0.385
H -3.0075 2.6275 -1.0956 -0.012 0.000 -0.012 0.381
H -3.9911 3.2782 -3.2604 -0.014 -0.016 0.023 0.377
H -3.0169 2.4357 -5.3702 -0.015 0.000 0.004 0.370
H -1.0130 0.9877 -5.3085 0.034 0.015 0.003 0.447
H 0.0272 0.4148 -3.1399 -0.059 -0.019 -0.066 0.375
H 2.1138 1.2460 0.7317 0.055 0.035 0.067 0.072
H 3.4874 3.1434 1.5048 0.002 -0.013 -0.001 0.446
H 2.5675 5.4442 1.4426 -0.005 0.009 0.002 0.367
H 0.2752 5.8283 0.6035 -0.013 -0.007 -0.017 0.385
H -1.0956 3.9353 -0.1731 0.000 0.003 0.008 0.317
```
Forces are in eV/Å.

Calculated values
* ⟨S²⟩: 0.776
* 2S+1: 2
* lowest unoccupied orbital energy (alpha / beta): 2.40 / 2.40 eV
* gap between HOMO and LUMO (alpha / beta): 4.301 / 7.196 eV
* charge: -1